A cluster of 2 separate species, C2H10NOS in total in a non-equilibrium geometry. Source: the OMol25 dataset; level of theory: wB97M-V/def2-TZVPD.

Structure (ORCA input):
```
! RIJCOSX wB97M-V def2-TZVPD def2/J DEFGRID3
* xyz 1 1
C -0.60 -0.58 0.25
C -1.77 0.36 0.22
S -3.18 -0.45 1.12
N 0.27 -0.35 -0.94
H -0.94 -1.60 0.00
H -0.07 -0.43 1.27
H -1.82 0.34 -0.88
H -1.51 1.24 0.78
H -2.72 -0.11 2.33
H 0.56 -1.04 -1.55
H 1.29 0.01 -0.70
H -0.20 0.33 -1.56
H 4.15 0.26 -0.07
H 3.25 1.43 -0.35
O 3.29 0.58 0.08
*
```

Calculated values
* molar mass: 96.2 g/mol
* HOMO energy: -13.080 eV
* energy above the lowest of the compared OMol25 structures with the same formula, charge and spin: 35.1 kcal per mole
* Kohn-Sham gap: 9.4266 eV